Below is C23H22I2N4NiS as an isolated structure in a non-equilibrium geometry, with properties calculated with ωB97M-V/def2-TZVPD.

Geometry as ORCA input:
```
! wB97M-V def2-TZVPD RIJCOSX def2/J DEFGRID3
* xyz 2 3
Ni 0.136 1.121 0.084
I 2.109 2.872 -0.631
C 3.125 4.911 -0.494
I 2.149 6.322 0.674
H 3.054 5.294 -1.486
H 4.170 4.840 -0.197
N -1.583 2.899 2.042
C -2.114 2.844 0.762
C -3.320 3.451 0.489
C -3.568 3.891 -0.767
C -2.749 3.515 -1.834
C -1.729 2.678 -1.494
N -1.439 2.284 -0.220
C -0.432 2.367 2.543
C -0.116 2.726 3.844
C 0.629 1.840 4.630
C 1.247 0.722 4.036
C 0.925 0.415 2.678
N 0.265 1.311 1.949
H -2.011 3.566 2.680
H -3.938 3.725 1.325
H -4.450 4.477 -1.000
H -2.953 3.868 -2.860
H -1.125 2.214 -2.273
H -0.711 3.554 4.341
H 0.693 2.044 5.750
H 1.862 -0.041 4.556
H 1.187 -0.518 2.234
N 0.009 -0.436 -0.930
S 1.271 -1.482 -1.348
C 1.308 -2.684 -0.013
C 0.075 -3.273 0.289
C 0.027 -4.029 1.446
C 1.125 -4.329 2.272
C 2.370 -3.817 1.882
C 2.454 -2.928 0.799
C 0.607 -2.420 -2.725
C -0.182 -1.822 -3.697
C -0.824 -2.581 -4.633
C -0.817 -3.962 -4.640
C -0.115 -4.591 -3.646
C 0.596 -3.873 -2.686
H -0.853 -0.817 -1.319
H -0.854 -3.038 -0.226
H -0.963 -4.279 1.793
H 0.906 -4.881 3.143
H 3.337 -3.961 2.362
H 3.439 -2.602 0.426
H -0.313 -0.738 -3.796
H -1.500 -2.004 -5.328
H -1.232 -4.548 -5.446
H -0.097 -5.633 -3.503
H 0.913 -4.462 -1.834
*
```

Computed properties:
* energy above the lowest of the compared OMol25 structures with the same formula, charge and spin: 0.767 eV
* largest force on an atom: 3.7 eV/A
* HOMO level (spin up / spin down): -14.1465 / -14.1144 eV
* E_LUMO (spin up / spin down): -6.23 / -6.65 eV

=====

Below is C23H22IN4O10STeY as an isolated structure, with properties calculated with ωB97M-V/def2-TZVPD.

Geometry as ORCA input:
```
! wB97M-V def2-TZVPD RIJCOSX def2/J DEFGRID3
* xyz -2 1
Y -1.394 0.072 0.342
O -0.125 2.186 4.135
C -0.062 1.834 2.959
O -0.830 1.006 2.369
C 1.034 2.452 2.077
C 0.446 2.866 0.728
C 1.424 3.715 -0.087
C 2.442 2.650 -0.571
C 1.882 1.388 0.088
O 0.475 1.616 0.010
C 2.144 1.441 1.604
C 2.080 0.078 2.256
O 2.781 -0.251 3.173
O 1.168 -0.753 1.688
H 1.471 3.286 2.625
H -0.580 3.220 0.766
H 0.910 4.174 -0.931
H 1.875 4.502 0.519
H 2.417 2.544 -1.655
H 3.467 2.854 -0.256
H 2.120 0.451 -0.408
H 3.139 1.826 1.826
O 0.057 -1.303 -0.879
C 0.038 -1.978 -1.998
C 0.226 -3.379 -1.997
C 0.332 -4.110 -3.165
C 0.220 -3.493 -4.404
C -0.060 -2.135 -4.430
C -0.176 -1.378 -3.268
C -0.664 0.003 -3.383
N -0.365 1.037 -2.634
C -1.163 2.066 -3.086
C -1.941 1.646 -4.116
N -1.593 0.327 -4.327
H 0.235 -3.883 -1.040
H 0.486 -5.183 -3.107
H 0.316 -4.057 -5.323
H -0.192 -1.634 -5.384
H -1.163 3.026 -2.597
H -2.713 2.136 -4.682
H -2.178 -0.358 -4.773
N -4.097 2.844 -1.263
C -3.493 2.531 -0.019
O -2.311 1.982 -0.149
C -4.082 2.830 1.159
I -3.614 -1.015 -1.553
H -3.873 2.099 -1.917
H -5.101 2.905 -1.163
H -5.072 3.269 1.190
H -3.584 2.595 2.088
O -1.435 -2.109 1.360
N -2.361 -1.872 2.209
O -2.644 -2.681 3.067
O -2.961 -0.779 2.087
Te 1.799 -2.490 0.910
C 2.690 -3.200 2.679
C 2.043 -3.815 3.717
C 2.911 -4.156 4.792
C 4.207 -3.812 4.535
S 4.360 -3.047 3.022
H 0.977 -3.993 3.711
H 2.584 -4.635 5.704
H 5.071 -3.959 5.165
*
```

Computed properties:
* energy above the lowest of the compared OMol25 structures with the same formula, charge and spin: 2.238 eV
* largest force on an atom: 0.5 eV/A
* HOMO level: -1.9336 eV
* E_LUMO: 3.78 eV

=====

Below is C23H22LuN6O3S3 as an isolated structure, with properties calculated with ωB97M-V/def2-TZVPD.

Geometry as ORCA input:
```
! wB97M-V def2-TZVPD RIJCOSX def2/J DEFGRID3
* xyz 1 1
Lu 0.354 -1.420 0.310
S -1.594 -2.781 1.531
C -2.368 -1.332 0.996
N -1.717 -0.379 0.345
C -2.543 0.687 -0.004
C -2.157 1.827 -0.704
C -3.114 2.785 -0.981
C -4.439 2.621 -0.563
C -4.829 1.493 0.135
C -3.866 0.526 0.407
S -4.044 -0.991 1.240
H -1.123 1.963 -0.996
H -2.839 3.676 -1.530
H -5.170 3.385 -0.789
H -5.854 1.368 0.453
C 3.548 -0.080 -1.999
C 2.057 -0.091 -1.953
O 1.454 0.069 -0.861
N 1.375 -0.293 -3.071
C -0.080 -0.425 -3.118
C -0.516 -1.866 -3.017
C -1.023 -2.531 -4.116
C -1.357 -3.873 -3.998
C -1.156 -4.508 -2.789
C -0.652 -3.771 -1.731
N -0.353 -2.472 -1.830
H 3.919 0.612 -1.249
H 3.929 0.186 -2.983
H 3.897 -1.081 -1.734
H 1.903 -0.456 -3.916
H -0.429 0.015 -4.050
H -0.501 0.163 -2.304
H -1.152 -2.004 -5.052
H -1.760 -4.413 -4.845
H -1.383 -5.555 -2.651
H -0.489 -4.229 -0.764
O 0.208 3.232 0.755
C 1.243 3.714 1.597
N 0.848 3.873 2.965
C 0.945 2.962 3.980
O 0.805 3.279 5.139
C 1.301 1.539 3.650
C 2.103 0.854 4.556
C 2.395 -0.480 4.338
C 1.861 -1.100 3.224
N 1.057 -0.458 2.368
C 0.774 0.835 2.583
H -0.519 3.867 0.763
H 1.617 4.673 1.238
H 2.044 2.981 1.519
H 0.601 4.795 3.295
H 2.479 1.376 5.426
H 3.024 -1.039 5.014
H 2.074 -2.138 2.998
H 0.118 1.318 1.866
S 4.161 -4.558 0.357
C 2.926 -3.555 0.303
N 2.011 -2.799 0.247
*
```

Computed properties:
* energy above the lowest of the compared OMol25 structures with the same formula, charge and spin: 0.000 eV
* largest force on an atom: 0.4 eV/A
* HOMO level: -10.7670 eV
* E_LUMO: -2.74 eV

=====

Below is C23H22N2O2PdS4 as an isolated structure, with properties calculated with ωB97M-V/def2-TZVPD.

Geometry as ORCA input:
```
! wB97M-V def2-TZVPD RIJCOSX def2/J DEFGRID3
* xyz -2 1
Pd 2.411 0.323 -1.705
O 7.226 -3.279 -5.002
C 6.395 -2.645 -4.387
S 4.804 -3.264 -3.950
C 4.221 -1.831 -3.108
C 5.055 -0.782 -3.057
S 4.691 0.727 -2.282
S 6.621 -0.988 -3.833
S 2.634 -1.890 -2.387
C 0.301 -0.987 3.093
N 1.424 -1.050 2.186
C 1.682 -2.304 1.485
C 2.312 -0.048 1.884
O 3.236 -0.289 1.122
N 2.071 1.263 2.313
C 1.756 1.646 3.669
C 2.901 2.252 1.648
H -0.236 -1.930 3.030
H -0.396 -0.192 2.822
H 0.595 -0.867 4.141
H 0.799 -2.935 1.571
H 2.547 -2.833 1.896
H 1.886 -2.108 0.434
H 1.157 0.910 4.186
H 1.191 2.582 3.655
H 2.669 1.819 4.261
H 3.016 1.997 0.598
H 3.904 2.316 2.091
H 2.410 3.223 1.738
C 0.494 0.403 -1.400
C -0.716 0.413 -1.154
C -2.097 0.415 -0.897
C -2.581 1.091 0.286
C -1.801 2.106 0.896
C -2.226 2.773 2.029
C -3.441 2.464 2.637
C -4.213 1.451 2.076
C -3.801 0.782 0.936
C -2.971 -0.240 -1.852
C -2.450 -1.202 -2.750
C -3.246 -1.828 -3.690
C -4.604 -1.531 -3.797
C -5.134 -0.568 -2.947
C -4.342 0.067 -2.003
H -0.846 2.346 0.444
H -1.595 3.550 2.452
H -3.770 2.990 3.526
H -5.152 1.168 2.542
H -4.413 -0.023 0.552
H -1.393 -1.430 -2.691
H -2.800 -2.560 -4.354
H -5.226 -2.028 -4.533
H -6.181 -0.292 -3.030
H -4.781 0.844 -1.391
*
```

Computed properties:
* energy above the lowest of the compared OMol25 structures with the same formula, charge and spin: 0.000 eV
* largest force on an atom: 0.6 eV/A
* HOMO level (spin up / spin down): -0.0321 / -0.1460 eV
* E_LUMO (spin up / spin down): 4.41 / 4.49 eV

=====

no.,calculated total energy (Ha)
1,-3609.95606
2,-2863.56603
3,-3874.09181
4,-2870.26321